Density functional theory data (ωB97M-V with the def2-TZVPD basis set) for a cluster of 2 separate species, C4H14N2OSi in total at a distorted geometry.

Each line ends with the Löwdin charge.
Cartesian coordinates (Å):
C -0.64 -3.33 -0.18  -0.123
C 0.06 -2.13 -0.72  -0.386
O 0.71 -1.45 0.31  -0.265
Si 1.66 -0.21 0.53  0.601
N 2.91 0.09 -0.46  -0.228
C 3.87 1.08 -0.42  -0.368
H 0.23 -3.90 0.44  0.116
H -1.49 -3.12 0.63  0.110
H -0.99 -4.09 -1.00  0.105
H -0.68 -1.43 -1.27  0.127
H 0.63 -2.38 -1.62  0.119
H 1.01 0.42 1.63  -0.020
H 3.72 1.91 0.34  0.058
H 4.91 0.77 -0.16  0.063
H 3.97 1.82 -1.29  0.082
C -2.45 2.12 -0.20  -0.204
N -1.15 1.49 -0.06  -0.094
H -3.00 1.82 0.70  0.059
H -2.40 3.28 -0.12  0.093
H -3.03 1.75 -1.06  0.070
H -1.22 0.79 0.73  0.058
H -0.91 0.95 -0.87  0.026

Summary:
HOMO energy ... -8.6 eV
SMILES string ... CCO/[SiH]=N/C.CN
HOMO-LUMO gap ... 0.3401 hartree
Energy relative to the best compared isomer or geometry (same formula, charge and spin) ... 334.9 kJ/mol
Maximum force ... 4.8 eV/A

=====

Density functional theory data (ωB97M-V with the def2-TZVPD basis set) for a cluster of 10 separate species, C48H126N10O14 in total at a distorted geometry.

Each line ends with the Löwdin charge.
Cartesian coordinates (Å):
C 0.75 6.63 -1.60  -0.088
O 0.41 7.23 -0.34  -0.205
C -0.21 6.36 0.66  -0.135
C -0.53 7.03 2.06  -0.379
C 0.74 7.24 2.93  -0.063
N -1.41 6.24 2.88  0.029
H 0.88 7.42 -2.33  0.088
H -0.07 5.95 -1.86  0.083
H 1.69 6.08 -1.52  0.066
H -1.11 5.89 0.24  0.105
H 0.44 5.53 0.92  0.099
H -0.97 8.02 1.90  0.133
H 1.11 6.31 3.35  0.071
H 0.46 7.91 3.74  0.075
H 1.48 7.71 2.28  0.061
H -1.37 6.58 3.84  0.085
H -1.06 5.30 2.99  0.034
C 3.62 2.55 1.28  -0.107
O 3.37 3.88 0.80  -0.195
C 4.26 4.80 1.47  -0.186
C 3.94 6.17 0.84  -0.414
C 4.51 6.25 -0.59  -0.069
N 4.52 7.38 1.44  0.027
H 2.94 1.92 0.69  0.071
H 3.53 2.39 2.35  0.083
H 4.59 2.23 0.92  0.085
H 4.04 4.90 2.53  0.115
H 5.31 4.52 1.46  0.125
H 2.85 6.23 0.88  0.106
H 4.17 7.12 -1.16  0.071
H 4.07 5.43 -1.16  0.063
H 5.60 6.19 -0.66  0.081
H 4.25 7.60 2.39  0.060
H 4.14 8.15 0.90  0.067
C -4.19 -1.03 2.94  -0.086
O -5.13 -0.04 2.53  -0.225
C -6.37 -0.59 2.15  -0.183
C -7.22 0.66 1.70  -0.406
C -7.50 1.71 2.80  -0.071
N -8.55 0.38 1.20  0.022
H -3.36 -0.56 3.46  0.077
H -3.81 -1.60 2.09  0.071
H -4.70 -1.76 3.56  0.083
H -6.19 -1.29 1.33  0.123
H -6.87 -1.14 2.95  0.120
H -6.53 1.17 1.03  0.112
H -7.81 2.61 2.28  0.077
H -6.59 2.03 3.32  0.062
H -8.21 1.39 3.56  0.078
H -9.10 1.23 1.27  0.060
H -8.98 -0.27 1.85  0.068
C 1.04 -5.87 3.68  -0.050
O 0.55 -6.03 2.30  -0.191
C 0.92 -5.02 1.42  -0.218
C 0.17 -5.12 0.06  -0.346
C 0.51 -6.30 -0.87  -0.042
N 0.28 -3.84 -0.70  0.028
H 2.10 -6.09 3.53  0.087
H 0.55 -6.51 4.40  0.084
H 0.86 -4.84 4.01  0.075
H 0.70 -4.07 1.90  0.106
H 1.98 -4.97 1.17  0.105
H -0.88 -5.15 0.36  0.123
H -0.09 -6.35 -1.78  0.066
H 0.44 -7.21 -0.27  0.077
H 1.56 -6.31 -1.16  0.070
H 0.43 -4.08 -1.67  0.034
H 1.18 -3.44 -0.47  0.036
C 3.93 -0.85 2.51  -0.083
O 4.36 -1.74 1.45  -0.198
C 4.16 -1.20 0.11  -0.157
C 4.28 -2.37 -0.90  -0.426
C 4.03 -2.08 -2.36  -0.043
N 3.39 -3.42 -0.42  0.038
H 3.77 -1.34 3.47  0.081
H 3.00 -0.31 2.33  0.060
H 4.67 -0.06 2.65  0.082
H 3.19 -0.70 0.09  0.109
H 4.95 -0.51 -0.16  0.124
H 5.25 -2.82 -0.68  0.138
H 4.73 -1.32 -2.70  0.082
H 3.03 -1.71 -2.60  0.078
H 4.25 -3.03 -2.83  0.067
H 3.67 -3.50 0.54  0.061
H 3.79 -4.28 -0.79  0.079
C 0.07 2.08 -0.66  -0.093
O 0.78 0.91 -0.29  -0.211
C 0.12 -0.37 -0.57  -0.135
C -0.89 -0.79 0.55  -0.420
C -0.12 -0.94 1.89  -0.038
N -1.65 -1.96 0.25  0.059
H 0.49 3.07 -0.51  0.086
H -0.94 2.07 -0.26  0.057
H -0.06 2.10 -1.75  0.072
H -0.32 -0.29 -1.57  0.107
H 0.87 -1.16 -0.63  0.095
H -1.57 0.06 0.64  0.105
H -0.79 -1.10 2.73  0.052
H 0.35 -0.03 2.28  0.050
H 0.61 -1.74 1.83  0.066
H -1.93 -1.87 -0.72  0.038
H -0.97 -2.66 0.01  0.004
C -3.82 -7.65 -2.92  -0.100
O -3.63 -6.26 -3.12  -0.193
C -3.35 -5.56 -1.95  -0.223
C -3.36 -3.99 -2.27  -0.136
N -2.05 -3.40 -2.52  -0.079
C -1.52 -3.76 -3.77  -0.203
C 0.06 -3.54 -4.02  -0.181
O 0.73 -4.70 -3.56  -0.237
C 2.06 -4.84 -4.01  -0.084
H -3.83 -8.20 -3.87  0.088
H -4.70 -7.84 -2.32  0.087
H -2.97 -8.10 -2.41  0.081
H -2.49 -5.93 -1.39  0.104
H -4.13 -5.73 -1.21  0.110
H -3.79 -3.55 -1.37  0.101
H -4.02 -3.84 -3.13  0.122
H -1.36 -3.80 -1.89  0.051
H -2.07 -3.14 -4.47  0.110
H -1.68 -4.81 -4.02  0.114
H 0.36 -2.64 -3.48  0.105
H 0.22 -3.38 -5.08  0.112
H 2.71 -5.36 -3.30  0.080
H 2.57 -3.87 -4.04  0.065
H 2.07 -5.34 -4.98  0.095
C 7.59 1.70 7.60  -0.132
O 6.20 1.61 7.72  -0.187
C 5.82 0.25 7.44  -0.210
C 4.28 0.22 7.20  -0.197
N 3.99 1.06 6.04  -0.066
C 2.56 1.35 5.91  -0.186
C 1.67 0.13 5.54  -0.225
O 0.37 0.33 6.03  -0.189
C -0.47 -0.84 5.99  -0.084
H 7.91 1.63 6.56  0.088
H 8.14 0.96 8.18  0.086
H 7.81 2.70 7.97  0.091
H 6.09 -0.42 8.26  0.118
H 6.29 -0.16 6.55  0.116
H 3.88 0.71 8.08  0.115
H 3.87 -0.78 7.10  0.113
H 4.40 1.97 6.17  0.102
H 2.36 2.19 5.24  0.101
H 2.21 1.64 6.90  0.110
H 2.01 -0.84 5.90  0.108
H 1.69 0.06 4.45  0.093
H -0.55 -1.30 5.00  0.063
H -1.49 -0.62 6.32  0.087
H -0.10 -1.63 6.64  0.082
C 0.52 3.09 2.79  -0.143
O -0.73 3.55 2.98  -0.207
C -1.69 2.44 2.94  -0.141
C -3.12 3.02 3.14  -0.185
N -3.44 4.13 2.26  -0.047
C -3.19 3.83 0.83  -0.189
C -3.96 2.59 0.31  -0.188
O -3.25 2.35 -0.92  -0.231
C -3.70 1.18 -1.67  -0.048
H 1.21 3.91 2.61  0.084
H 0.67 2.31 2.05  0.076
H 0.88 2.62 3.71  0.076
H -1.42 1.75 3.74  0.118
H -1.61 1.92 1.99  0.093
H -3.10 3.32 4.19  0.116
H -3.93 2.30 3.08  0.093
H -2.83 4.93 2.41  0.037
H -2.11 3.74 0.70  0.082
H -3.41 4.73 0.25  0.119
H -5.00 2.90 0.21  0.122
H -3.85 1.74 0.98  0.096
H -4.74 1.26 -1.99  0.087
H -3.54 0.36 -0.97  0.078
H -3.06 1.15 -2.55  0.064
C -0.87 0.60 -4.58  -0.094
O -0.46 0.46 -5.93  -0.178
C -1.22 -0.41 -6.72  -0.232
C -0.68 -0.34 -8.16  -0.200
N -1.21 -1.41 -9.01  -0.076
C -0.86 -1.26 -10.41  -0.194
C -1.57 -2.48 -11.16  -0.185
O -0.93 -3.71 -10.72  -0.202
C -1.04 -4.65 -11.77  -0.138
H -0.74 -0.38 -4.11  0.067
H -1.94 0.77 -4.48  0.074
H -0.30 1.32 -3.99  0.081
H -2.29 -0.21 -6.73  0.126
H -1.06 -1.44 -6.41  0.104
H 0.40 -0.52 -8.07  0.113
H -0.74 0.66 -8.57  0.122
H -0.94 -2.31 -8.65  0.107
H 0.22 -1.36 -10.57  0.110
H -1.15 -0.34 -10.90  0.114
H -1.49 -2.35 -12.24  0.107
H -2.60 -2.55 -10.83  0.117
H -2.10 -4.91 -11.87  0.085
H -0.57 -5.59 -11.47  0.084
H -0.63 -4.38 -12.74  0.085

Summary:
HOMO energy ... -8.1 eV
SMILES string ... COC[C@H](C)N.COC[C@H](C)N.COC[C@H](C)N.COC[C@H](C)N.COC[C@H](C)N.COC[C@H](C)N.COCCNCCOC.COCCNCCOC.COCCNCCOC.COCCNCCOC
HOMO-LUMO gap ... 0.3150 hartree
Energy relative to the best compared isomer or geometry (same formula, charge and spin) ... 538.6 kJ/mol
Maximum force ... 3.1 eV/A

=====

Density functional theory data (ωB97M-V with the def2-TZVPD basis set) for a structure of composition C34H8Cl5F15GeNPbS2.

Each line ends with the Löwdin charge.
Cartesian coordinates (Å):
Pb 0.79 1.24 -1.61  0.858
C 3.82 4.04 -2.98  -0.037
C 4.40 2.69 -2.65  -0.335
C 5.72 2.58 -2.17  -0.028
C 6.19 1.35 -1.82  -0.019
C 5.36 0.21 -1.94  -0.166
C 5.78 -1.09 -1.57  -0.058
C 4.92 -2.13 -1.70  -0.086
C 3.62 -1.94 -2.21  -0.119
C 3.17 -0.70 -2.61  -0.647
S 1.57 -0.55 -3.34  0.451
C 4.06 0.42 -2.45  -0.258
N 3.61 1.66 -2.79  0.084
H 4.58 4.82 -2.99  0.069
H 3.06 4.31 -2.24  0.079
H 3.32 4.00 -3.95  0.063
H 6.34 3.46 -2.07  0.103
H 7.20 1.22 -1.43  0.112
H 6.78 -1.22 -1.18  0.103
H 5.22 -3.13 -1.40  0.099
H 2.94 -2.78 -2.29  0.098
Cl -2.78 1.37 -0.76  0.711
C -2.48 1.78 -2.43  -0.687
C -1.18 1.83 -2.88  -0.376
C -1.01 2.33 -4.17  -0.715
Cl 0.62 2.57 -4.74  0.631
C -2.07 2.67 -5.00  -0.708
Cl -1.80 3.27 -6.59  0.655
C -3.37 2.54 -4.52  -0.709
Cl -4.71 2.93 -5.53  0.658
C -3.59 2.10 -3.22  -0.708
Cl -5.19 1.96 -2.61  0.662
F -2.75 -0.78 4.02  0.097
C -2.18 0.40 3.74  -0.235
C -1.44 0.54 2.58  -0.126
C -0.90 1.80 2.35  -0.232
F -0.15 2.04 1.28  0.006
C -1.09 2.86 3.22  -0.136
F -0.55 4.06 2.98  0.119
C -1.85 2.67 4.37  -0.132
F -2.04 3.69 5.21  0.125
C -2.40 1.43 4.63  -0.140
F -3.13 1.25 5.73  0.118
Ge -1.20 -1.08 1.44  0.612
S 0.05 -1.09 -0.30  0.112
C -0.41 -2.30 2.81  -0.122
C -0.99 -3.45 3.33  -0.213
F -2.23 -3.81 2.99  0.099
C -0.34 -4.26 4.24  -0.141
F -0.93 -5.36 4.72  0.114
C 0.94 -3.93 4.66  -0.136
F 1.58 -4.71 5.54  0.121
C 1.54 -2.79 4.18  -0.141
F 2.76 -2.45 4.60  0.116
C 0.85 -2.00 3.27  -0.230
F 1.46 -0.87 2.86  0.084
C -3.03 -1.73 1.02  -0.142
C -3.13 -2.96 0.39  -0.245
F -2.04 -3.71 0.21  0.084
C -4.34 -3.47 -0.06  -0.136
F -4.40 -4.67 -0.65  0.119
C -5.49 -2.74 0.13  -0.131
F -6.67 -3.22 -0.29  0.124
C -5.43 -1.51 0.76  -0.141
F -6.55 -0.80 0.94  0.117
C -4.21 -1.03 1.19  -0.244
F -4.22 0.17 1.78  0.073

Summary:
HOMO energy ... -5.2 eV
Charge ... -1
HOMO-LUMO gap ... 0.2668 hartree
Energy relative to the best compared isomer or geometry (same formula, charge and spin) ... 25.7 kJ/mol
Maximum force ... 0.1 eV/A

=====

Question: Which value of HOMO energy does entry 3 give?
Answer: -5.2 eV